Entry 1:
Molecular formula: C4H5N2
Method: DFT, ωB97M-V with the def2-TZVPD basis set

Structure (XYZ):
```
11
Properties=species:S:1:pos:R:3
C 1.8188 0.5673 -0.3356
C 1.6087 0.7738 0.9591
C 0.2748 0.2619 0.9880
C -1.5092 -0.7693 -0.8421
N 0.9852 0.0269 -1.1554
N -0.0447 -0.1288 -0.2835
H 2.0591 1.3481 1.6801
H -0.3432 0.5820 1.8606
H -2.2613 -0.2807 -0.3290
H -1.1735 -0.4948 -1.9181
H -1.4147 -1.8864 -0.6239
```

M = 81.1 g mol⁻¹
E_HOMO (alpha / beta) = -15.913 / -15.913 eV
E_LUMO (alpha / beta) = -8.2998 / -8.3005 eV
Charge = +1
SMILES = Cn1ccc#[n+]1
ΔE to the lowest compared entry with this formula, charge and spin = 111.1 kcal per mole

---

Entry 2:
Molecular formula: C2H4N2O
Method: DFT, ωB97M-V with the def2-TZVPD basis set

Structure (XYZ):
```
9
Properties=species:S:1:pos:R:3
C -0.1842 -1.4111 0.7702
C -0.0114 0.9237 -1.0272
H -0.0621 -2.2626 1.4880
H -0.7344 -1.5758 -0.1641
H 0.9020 1.6218 0.7106
H -0.5297 0.0953 -1.6765
N 0.2379 -0.2546 1.1555
N 0.2845 0.8908 0.3653
O 0.0974 1.9725 -1.6219
```

M = 72.1 g mol⁻¹
E_HOMO = -9.750 eV
E_LUMO = 0.6397 eV
SMILES = C=NNC=O
ΔE to the lowest compared entry with this formula, charge and spin = 44.7 kcal per mole

---

Entry 3:
Molecular formula: C16H49N4O7
Method: DFT, ωB97M-V with the def2-TZVPD basis set

Structure (XYZ):
```
76
Properties=species:S:1:pos:R:3
N -0.6556 0.9917 0.2226
H -1.4613 1.1225 0.9088
H -0.1870 0.0982 0.4540
H 0.0005 1.7393 0.4801
H -0.9669 0.9812 -0.7520
C -0.5159 1.2428 -3.2499
C -1.3632 0.0267 -3.3152
O -1.3658 -0.6792 -2.0714
O -1.1577 2.1968 -2.3919
H -0.4296 1.6191 -4.2707
H 0.4770 1.0115 -2.8418
H -1.0636 -0.6232 -4.1425
H -2.3878 0.3407 -3.5647
H -1.7895 -1.5287 -2.2377
H -0.8120 3.0766 -2.5673
C 2.3900 5.1077 1.7491
C 1.9427 3.9458 0.8661
O 0.8247 3.2685 1.4372
O 2.9519 4.6325 2.9516
H 1.5203 5.7480 1.9627
H 3.1541 5.6870 1.2359
H 2.7852 3.2631 0.7935
H 1.6886 4.2890 -0.1437
H 0.1800 3.9366 1.6983
H 2.3039 4.0466 3.3585
C 2.3992 -0.4960 3.2751
C 1.9681 -0.2113 1.8519
C 3.1551 -0.0504 0.9228
O 2.7034 0.6570 -0.2400
C 3.7372 0.9899 -1.1386
N 1.0627 -1.2484 1.3147
H 2.8449 -1.4911 3.3658
H 1.5730 -0.4524 3.9890
H 3.1354 0.2221 3.6442
H 1.4714 0.7663 1.8391
H 3.5348 -1.0302 0.5981
H 3.9894 0.4804 1.3963
H 4.6311 0.3996 -0.9273
H 4.0086 2.0523 -1.0726
H 3.4001 0.8474 -2.1676
H 1.5010 -1.7007 0.5194
H 0.8202 -1.9265 2.0226
C 3.2220 -2.5489 -3.1394
C 1.7543 -2.2563 -3.0906
C 0.9129 -3.4195 -3.5126
O -0.4395 -3.0158 -3.5979
C -1.2092 -3.7846 -4.4919
N 1.3400 -1.9021 -1.6991
H 3.7806 -1.7309 -2.6724
H 3.6237 -2.5374 -4.1585
H 3.4796 -3.5015 -2.6806
H 1.5023 -1.3992 -3.7325
H 1.0619 -4.2520 -2.8123
H 1.2346 -3.7746 -4.5033
H -2.0755 -3.1914 -4.7870
H -1.5701 -4.6932 -4.0009
H -0.6486 -4.0276 -5.3984
H 0.3684 -1.6149 -1.8118
H 1.7821 -1.0179 -1.4375
C -3.8404 1.1273 4.2300
C -3.2576 0.3762 3.0482
C -4.2514 -0.6220 2.4908
O -4.6937 -1.4487 3.5306
C -5.2585 -2.6649 3.0834
N -2.8940 1.3330 1.9441
H -4.7338 1.6848 3.9396
H -3.0981 1.8167 4.6396
H -4.1115 0.4425 5.0319
H -2.3456 -0.1169 3.3887
H -3.8050 -1.2179 1.6823
H -5.1081 -0.0659 2.0683
H -6.1391 -2.4995 2.4589
H -5.5138 -3.2333 3.9751
H -4.5172 -3.2664 2.5408
H -2.8261 2.2616 2.3560
H -3.7240 1.4127 1.3556
```

M = 409.6 g mol⁻¹
E_HOMO = -11.797 eV
E_LUMO = -2.1894 eV
Charge = +1
ΔE to the lowest compared entry with this formula, charge and spin = 2.3 kcal per mole

---

Total energy for the records above, in order: -264.4383, -263.2921, -1384.4565 a.u.